{
  "formula": "C63H111F9O45",
  "method": "ωB97M-V/def2-TZVPD",
  "e_lumo_ha": -0.003,
  "total_charge": 0,
  "homo_ev": -9.379,
  "e_tot_ev": -183715.6441,
  "orbital_gap_ev": 9.30,
  "elements": ["C", "C", "O", "C", "O", "O", "F", "H", "H", "H", "C", "C", "O", "C", "O", "O", "F", "H", "H", "H", "C", "C", "O", "C", "O", "O", "F", "H", "H", "H", "C", "C", "O", "C", "O", "O", "F", "H", "H", "H", "C", "C", "O", "C", "O", "O", "F", "H", "H", "H", "C", "C", "O", "C", "O", "O", "F", "H", "H", "H", "C", "C", "O", "C", "O", "O", "F", "H", "H", "H", "C", "C", "O", "C", "O", "O", "F", "H", "H", "H", "C", "C", "O", "C", "O", "O", "F", "H", "H", "H", "C", "O", "C", "C", "O", "C", "C", "O", "C", "H", "H", "H", "H", "H", "H", "H", "H", "H", "H", "H", "H", "H", "H", "C", "O", "C", "C", "O", "C", "C", "O", "C", "H", "H", "H", "H", "H", "H", "H", "H", "H", "H", "H", "H", "H", "H", "C", "O", "C", "C", "O", "C", "C", "O", "C", "H", "H", "H", "H", "H", "H", "H", "H", "H", "H", "H", "H", "H", "H", "C", "O", "C", "C", "O", "C", "C", "O", "C", "H", "H", "H", "H", "H", "H", "H", "H", "H", "H", "H", "H", "H", "H", "C", "O", "C", "C", "O", "C", "C", "O", "C", "H", "H", "H", "H", "H", "H", "H", "H", "H", "H", "H", "H", "H", "H", "C", "O", "C", "C", "O", "C", "C", "O", "C", "H", "H", "H", "H", "H", "H", "H", "H", "H", "H", "H", "H", "H", "H"],
  "coordinates": [[2.7284, 4.4073, 1.6213], [2.3765, 5.1443, 2.8796], [2.5208, 4.1973, 3.9063], [2.6593, 2.9165, 3.3217], [2.6381, 1.9546, 3.9580], [2.6748, 3.0652, 1.9866], [1.0621, 5.5371, 2.9585], [3.6997, 4.6313, 1.2101], [2.0042, 4.6417, 0.8373], [2.9421, 5.9761, 3.1441], [-1.8540, 5.1661, 2.2858], [-1.6460, 3.6330, 2.2501], [-1.9798, 3.2690, 3.4581], [-2.0667, 4.3083, 4.3670], [-2.1535, 4.2712, 5.5487], [-1.9747, 5.4511, 3.6203], [-0.2465, 3.4019, 2.1474], [-2.7212, 5.4920, 1.7171], [-0.9880, 5.6670, 1.8893], [-2.1771, 2.9676, 1.5504], [3.9097, -5.0854, 3.6720], [2.4993, -5.3260, 3.0943], [2.7378, -5.5679, 1.7025], [4.0345, -5.6088, 1.4591], [4.5531, -5.8208, 0.3653], [4.7568, -5.3170, 2.5626], [1.6369, -4.2526, 3.2549], [4.0253, -5.6196, 4.5847], [4.0550, -4.0197, 3.9159], [1.9509, -6.1420, 3.5818], [-3.9042, -3.9042, -0.6666], [-4.9445, -2.9853, -1.4181], [-4.3338, -1.7618, -1.1566], [-3.4633, -1.7918, -0.0658], [-3.0697, -0.7852, 0.3871], [-3.2858, -3.0391, 0.2492], [-6.1012, -3.0595, -0.7302], [-3.1481, -4.3661, -1.2936], [-4.3940, -4.7135, -0.1336], [-5.1010, -3.1666, -2.4827], [-1.5003, 4.3276, -3.0054], [-0.0462, 3.9630, -3.3420], [0.6651, 4.6674, -2.2307], [-0.2240, 5.2722, -1.4248], [0.0724, 5.7127, -0.3760], [-1.4580, 5.2943, -1.9857], [0.3479, 4.5808, -4.4957], [-2.1976, 3.5102, -2.7104], [-1.9649, 4.8142, -3.8603], [0.1479, 2.9340, -3.3337], [2.0299, -6.0200, -1.8299], [0.8575, -6.2990, -0.7786], [0.9299, -7.6900, -0.5000], [1.6728, -8.2716, -1.4945], [1.8121, -9.4303, -1.6210], [2.3297, -7.3668, -2.2131], [-0.3288, -5.9049, -1.4340], [2.9519, -5.5639, -1.4610], [1.6320, -5.4590, -2.6751], [0.8536, -5.7200, 0.1241], [-1.3977, -3.4561, 2.5382], [-2.5467, -3.9285, 3.5136], [-2.3959, -5.2987, 3.5299], [-1.7847, -5.6784, 2.3816], [-1.7848, -6.8287, 1.9990], [-1.2494, -4.6309, 1.7629], [-3.8156, -3.7292, 2.9498], [-0.4299, -3.1893, 3.0096], [-1.7436, -2.5833, 2.0022], [-2.5131, -3.5682, 4.5374], [-6.7408, -0.4973, -6.6230], [-7.1877, 0.8377, -7.1277], [-6.2989, 1.7048, -6.5358], [-5.8000, 1.0882, -5.3783], [-5.2684, 1.6866, -4.4922], [-6.0677, -0.2219, -5.4242], [-8.4743, 1.1264, -6.5887], [-6.0161, -0.9376, -7.3431], [-7.5551, -1.1983, -6.4119], [-7.1866, 0.7946, -8.1813], [2.5605, -0.5813, -3.2249], [1.2970, -1.4152, -3.0346], [1.7821, -2.5846, -2.5272], [3.0691, -2.6117, -2.5107], [3.7645, -3.5416, -2.1607], [3.6221, -1.4941, -3.0491], [0.7023, -1.7835, -4.2467], [2.5223, 0.2447, -2.4686], [2.6136, -0.1047, -4.2217], [0.5352, -1.0303, -2.3858], [3.4396, 2.9322, -2.2811], [3.4289, 4.0469, -1.4446], [4.2147, 5.0568, -2.0739], [3.9755, 6.3216, -1.3348], [4.6056, 6.2893, -0.0810], [4.4485, 7.4989, 0.5866], [5.4151, 7.6362, 1.8726], [4.6940, 7.0042, 2.9110], [5.3446, 7.1956, 4.1589], [4.4514, 2.5503, -2.3786], [3.1125, 3.1822, -3.2937], [2.7748, 2.1790, -1.8887], [3.9378, 5.2453, -3.1370], [5.2323, 4.6858, -2.0129], [2.8929, 6.4464, -1.2750], [4.3599, 7.2409, -1.8599], [3.4001, 7.5348, 0.9421], [4.7608, 8.3171, -0.0461], [5.5820, 8.7048, 2.1106], [6.3891, 7.1662, 1.6716], [6.4253, 7.2107, 3.9994], [4.9889, 6.5745, 4.9730], [5.0758, 8.2158, 4.4702], [1.7022, -6.1167, 6.7747], [1.8223, -4.8039, 6.4238], [0.6007, -4.1355, 6.2394], [0.8993, -2.6760, 6.0021], [-0.2059, -2.2236, 5.2212], [-0.1392, -0.7892, 5.2042], [-1.2578, -0.4219, 4.2096], [-2.4667, -1.0070, 4.6424], [-3.6305, -0.4703, 3.9795], [2.7414, -6.5373, 6.7452], [1.0558, -6.6826, 6.1213], [1.2786, -6.3733, 7.7502], [-0.1150, -4.1678, 7.1065], [0.0579, -4.5755, 5.4168], [1.8138, -2.6355, 5.3959], [1.0259, -2.0681, 6.9145], [0.8042, -0.3845, 4.8044], [-0.3445, -0.4947, 6.2128], [-1.0566, -0.8048, 3.2118], [-1.2779, 0.7064, 4.1876], [-4.5664, -0.8535, 4.3736], [-3.6154, -0.6781, 2.8960], [-3.7087, 0.6149, 4.1519], [-7.4211, 5.4508, 1.1981], [-6.0963, 5.6365, 1.7112], [-5.7872, 4.7814, 2.7924], [-5.7025, 3.3583, 2.4476], [-4.5640, 3.1300, 1.6120], [-4.3524, 1.8551, 1.1534], [-4.9583, 1.6927, -0.2468], [-6.4041, 1.7578, -0.0547], [-7.0459, 1.7344, -1.3202], [-7.5941, 6.3802, 0.6446], [-8.0564, 5.3558, 2.0657], [-7.5558, 4.5734, 0.5036], [-6.5219, 4.7941, 3.6125], [-4.8690, 5.1172, 3.2232], [-6.5215, 3.0146, 1.8136], [-5.6420, 2.7105, 3.3257], [-4.7223, 1.0944, 1.8593], [-3.2836, 1.7493, 0.9200], [-4.5793, 0.7625, -0.7171], [-4.6341, 2.5784, -0.8232], [-6.6701, 2.6189, -1.8561], [-8.1297, 1.8279, -1.1764], [-6.7352, 0.8534, -1.8959], [2.7459, -4.0823, -6.2938], [1.8537, -4.5908, -5.3146], [0.4999, -4.3938, -5.6584], [-0.5279, -4.8520, -4.5621], [-1.8299, -4.5475, -4.9515], [-2.4000, -3.3063, -4.3972], [-3.8088, -3.0441, -5.0379], [-4.8260, -3.8987, -4.6596], [-4.6832, -5.2952, -4.9898], [3.7880, -4.2769, -5.9255], [2.6077, -2.9846, -6.3950], [2.5297, -4.5609, -7.2676], [0.2296, -4.9205, -6.5845], [0.3324, -3.3576, -5.9439], [-0.2609, -4.3938, -3.5848], [-0.3787, -5.9433, -4.3932], [-1.7020, -2.5494, -4.6345], [-2.5488, -3.4100, -3.2840], [-3.5957, -3.1460, -6.1254], [-4.1864, -2.0082, -4.8733], [-4.0662, -5.7632, -4.2399], [-4.1110, -5.3489, -5.9291], [-5.7396, -5.6196, -5.0673], [7.4709, 2.8251, 1.3868], [7.6176, 2.2118, 0.0870], [6.3694, 2.1134, -0.5752], [5.5400, 0.9944, 0.0712], [5.9767, -0.2994, -0.3495], [5.0064, -1.3397, -0.0152], [5.0901, -1.7286, 1.4480], [4.4733, -0.7211, 2.2321], [4.2787, -1.1684, 3.6010], [6.9374, 3.7274, 1.1382], [8.5058, 3.0618, 1.6177], [6.9307, 2.3404, 2.1929], [6.6106, 1.8672, -1.5957], [5.8602, 3.0923, -0.4912], [4.4505, 1.0893, -0.1641], [5.5557, 1.0874, 1.1667], [5.3892, -2.1528, -0.6367], [4.0812, -0.9335, -0.3315], [6.1236, -2.0023, 1.7231], [4.4274, -2.6629, 1.5520], [5.2209, -1.4879, 3.9424], [3.5091, -1.9597, 3.6284], [3.8338, -0.2980, 4.0523], [1.7017, -1.8852, 0.6690], [0.6032, -1.1734, 1.1828], [0.8740, 0.2772, 1.3531], [1.2198, 0.9949, 0.0712], [0.4541, 0.5792, -1.0497], [-0.9369, 1.0808, -1.0222], [-1.6262, 0.7157, -2.3108], [-0.8723, 1.2024, -3.3700], [-1.4268, 0.9622, -4.6674], [1.1120, -2.8091, 0.4701], [2.5107, -2.0126, 1.3709], [2.0186, -1.4869, -0.2784], [1.7462, 0.3204, 2.0258], [0.0628, 0.7212, 1.9399], [2.3121, 0.8585, -0.1251], [1.1346, 2.0554, 0.2688], [-0.7767, 2.1679, -0.9349], [-1.4822, 0.7012, -0.1770], [-2.7017, 0.9837, -2.3088], [-1.5930, -0.3587, -2.3623], [-2.1700, 1.7302, -4.9413], [-1.9657, 0.0017, -4.6094], [-0.6070, 0.8202, -5.3087]],
  "forces_ev_per_a": [[-0.46, 1.19, -0.82], [-0.88, -0.95, 1.26], [0.84, -1.46, -0.82], [-1.18, 4.44, -0.81], [0.36, -3.01, 1.25], [0.20, -1.93, 0.42], [-0.34, 0.31, -0.57], [0.39, 0.23, 0.20], [-0.11, -0.27, 0.09], [0.99, 1.33, -0.03], [0.15, -0.61, -2.39], [1.22, 1.35, -1.95], [-1.40, -1.86, 4.48], [0.68, 1.34, -0.96], [-0.20, -0.61, -0.83], [-0.53, -0.17, 2.38], [-0.51, -0.34, -0.64], [-0.31, -0.12, 0.09], [0.33, 0.07, -0.18], [0.60, 0.88, -0.08], [-1.30, 2.20, -0.89], [-0.36, 0.05, 0.38], [-1.58, 0.03, 1.24], [3.04, -0.12, -2.96], [-1.65, 0.44, 2.90], [0.34, -0.94, 0.20], [0.83, -0.14, -0.52], [0.80, -1.05, 0.27], [-0.41, -0.34, 0.09], [0.31, -0.14, -0.57], [-1.10, -0.92, -1.09], [2.44, -1.01, 1.47], [-0.24, 1.31, -0.66], [-2.40, -0.61, -2.39], [1.17, 0.79, 1.19], [1.08, -0.39, 1.20], [-0.96, 0.13, 0.03], [0.15, 0.18, -0.28], [-0.15, 0.13, 0.22], [0.02, 0.13, 0.14], [-1.15, -0.27, -1.00], [-0.25, 3.33, 1.79], [-0.64, -1.71, -1.65], [-0.22, -0.37, -0.98], [0.06, 0.83, 1.16], [0.56, 0.00, 0.95], [-0.01, -0.46, 0.17], [0.93, 0.21, -0.06], [0.09, -0.10, -0.27], [0.73, -1.19, -0.11], [-0.97, -0.94, 1.29], [0.90, 0.61, -1.21], [-0.56, 1.74, -0.84], [0.68, 0.59, 0.43], [-0.26, -1.33, -0.08], [0.02, 0.40, -0.71], [0.25, -0.90, 0.36], [-0.45, -0.06, 0.22], [0.09, -0.14, 0.01], [0.17, -0.06, 0.48], [-0.87, 0.27, 1.79], [0.56, 0.47, -0.27], [0.37, -0.54, 0.11], [-0.54, -2.47, -0.47], [0.41, 1.95, 0.39], [0.44, -0.01, -0.99], [0.75, 0.59, 0.34], [-0.82, -0.36, 0.07], [0.02, -0.19, -0.63], [-0.17, 0.40, -0.22], [0.08, -1.55, -0.68], [-1.21, -0.63, 2.10], [0.59, 0.06, 0.43], [-0.16, 1.13, 0.38], [-0.15, -0.67, -0.90], [0.49, 0.50, 0.76], [1.12, -0.21, -1.00], [-0.48, 0.09, 0.39], [0.16, 0.22, -0.20], [-0.34, 1.02, -1.22], [-0.87, 1.84, -0.25], [-0.24, 0.06, -1.47], [-1.93, -1.14, 1.18], [4.76, -2.19, -0.29], [-1.30, 1.35, -0.14], [-0.72, 0.20, 0.45], [0.09, 0.71, 0.16], [0.45, -0.84, -0.42], [-0.06, -0.42, 0.43], [-0.18, 0.38, 0.06], [-0.03, -0.20, -0.30], [-0.14, 0.46, -0.58], [-0.26, -0.17, 0.06], [0.51, 1.39, -0.37], [0.52, -0.66, 0.16], [1.13, 0.33, 2.26], [-1.95, -0.44, -1.56], [0.74, -0.57, 0.38], [-0.16, 1.80, -0.23], [0.25, -0.40, 0.01], [-0.21, 0.12, -0.14], [-0.14, -0.18, 0.27], [-0.03, -0.45, 0.49], [0.57, 0.42, -0.25], [-0.25, 0.05, 0.36], [-0.21, -0.90, -0.06], [0.41, 0.71, -0.14], [-0.43, 0.49, -0.53], [-0.17, -0.30, -0.17], [-0.19, -0.08, 0.09], [0.05, -0.53, 0.42], [0.05, -0.69, -0.41], [0.24, 0.06, 0.18], [1.19, -2.11, 0.45], [-0.07, 1.24, 0.26], [-0.56, 0.45, 1.45], [-0.37, -0.66, -1.14], [1.57, 0.75, 0.68], [-1.68, -1.13, -2.08], [0.28, 1.32, 0.84], [-1.28, 0.40, 0.07], [0.58, 0.48, -0.12], [-0.95, 0.10, 0.02], [-0.19, -0.24, -0.88], [0.11, 0.74, 0.45], [0.82, -0.49, -0.28], [-0.15, -0.01, -0.65], [0.08, 0.28, 0.14], [-0.08, -0.37, -0.19], [-0.01, -0.26, 0.30], [-0.11, 0.86, 0.52], [0.50, 0.10, -0.20], [-0.40, -0.85, -0.15], [0.27, -0.65, 0.36], [0.18, 0.11, 0.29], [0.35, -0.08, -0.22], [0.92, 0.09, -0.46], [-0.12, -0.50, 0.02], [-0.74, 0.26, 0.29], [0.39, -1.83, -1.66], [0.72, 1.60, 0.88], [-0.14, -0.83, -1.59], [-0.98, 0.26, 1.21], [1.13, -0.75, -0.69], [0.51, 0.75, 0.08], [-0.39, -0.32, 0.11], [-0.77, 0.00, 0.03], [0.35, 0.68, 0.72], [-0.30, 0.59, -0.17], [0.77, 0.37, 0.15], [-0.58, 0.19, 0.54], [0.02, 0.10, 0.25], [0.30, 0.03, -0.28], [-0.04, -0.36, 0.70], [-0.67, 0.36, 0.10], [-0.13, -0.27, -0.06], [-0.36, -0.11, -0.32], [0.34, -0.29, -0.06], [-0.40, -0.05, 0.08], [0.18, 0.12, 0.37], [-0.33, -0.12, 0.43], [-0.84, -0.17, -0.34], [2.30, 0.12, 0.55], [-1.52, 0.77, 0.19], [-1.18, -1.94, 0.56], [1.78, 0.25, -1.01], [-0.54, -0.22, 0.64], [-0.18, 1.38, -0.59], [-1.02, 0.03, -0.52], [0.08, -0.41, -0.04], [0.39, 0.16, 0.28], [0.21, -0.42, 0.04], [-0.10, 0.48, 0.37], [-0.20, -0.01, -0.49], [-0.51, 0.58, -0.29], [0.55, 1.26, -0.05], [0.46, 0.06, -0.87], [-0.32, 0.08, 0.18], [0.54, -0.65, 0.19], [-0.18, -0.57, 0.34], [-0.50, -0.33, 0.04], [0.93, -0.43, 0.06], [0.89, 0.62, -1.86], [-0.31, -0.41, 0.89], [0.10, -0.72, 1.15], [-0.89, 0.02, -0.20], [-0.43, 0.42, 0.43], [3.33, 0.68, -0.07], [-1.95, -1.11, -0.46], [0.35, -0.59, 0.63], [-1.50, 0.84, -2.31], [-0.25, 0.90, 0.54], [-0.13, 0.04, 0.66], [0.10, -0.76, -0.13], [-0.11, -0.05, -0.50], [-0.16, -0.36, -0.17], [0.55, 0.18, -0.17], [0.23, -0.02, -0.25], [-0.69, -0.21, 0.11], [-1.34, -0.15, -0.10], [-0.30, 0.36, 0.12], [1.05, 0.72, -0.09], [1.03, -0.38, 1.11], [0.36, -0.06, -0.03], [0.28, 0.22, 0.78], [-2.34, -1.28, -0.18], [-0.27, 2.87, 0.49], [0.51, -1.88, 1.08], [0.54, -0.27, 0.09], [-1.06, 0.21, 0.00], [1.97, 0.87, -0.18], [0.04, -0.52, 0.79], [0.08, 0.67, -0.95], [-1.44, -0.71, 1.80], [1.44, -0.22, -0.11], [0.22, 0.03, 0.21], [0.40, 0.25, -0.34], [-0.05, 0.32, -0.20], [-0.23, -0.26, -0.53], [-0.89, -0.25, -0.33], [-0.27, 0.52, -0.09], [-0.59, 0.00, 0.06], [-0.13, -0.24, 0.39], [0.44, 0.33, -0.05], [-0.29, -0.96, -0.05], [0.50, -0.08, -0.13], [0.03, 0.15, -0.26], [0.86, 0.27, -1.17]]
}